C10H10N2 | ωB97M-V with the def2-TZVPD basis set

Cartesian coordinates (Å):
C (0.73451, -2.64306, 1.06708)
C (0.90496, -1.20629, 0.86776)
C (1.88612, -0.47145, 1.53799)
C (1.78582, 1.01138, 1.64637)
C (0.05166, 0.95101, -0.03495)
C (-0.89293, 1.73573, -0.88775)
C (-1.85823, 0.99573, -1.66398)
C (-1.95268, -0.38767, -1.45679)
C (-1.13702, -1.04680, -0.63573)
C (-0.05931, -0.48394, 0.11142)
H (1.97838, -3.01770, 1.16404)
H (-0.12774, -3.23263, -0.08604)
H (0.06276, -2.63498, 2.46483)
H (2.63699, -1.24802, 1.89277)
H (2.52104, 1.44822, 2.09558)
H (0.05329, 3.56054, -0.53698)
H (-1.15164, 3.79663, -1.97777)
H (-2.34245, 1.53169, -2.41387)
H (-2.53686, -1.13172, -2.04690)
H (-0.98048, -2.17165, -0.67726)
N (0.96269, 1.59747, 0.75111)
N (-0.53890, 3.04751, -1.18094)

## Properties
LUMO energy ... 0.13 eV
Calculated total energy ... -13505.6173 eV
Gap between HOMO and LUMO ... 7.60 eV
F_max ... 0.1969 hartree/bohr
Relative energy (zero: lowest compared OMol25 entry of this formula, charge and spin) ... 7.478 eV
Highest occupied orbital energy ... -0.274 hartree

Listed below, in e, are the Mulliken charges computed for each atom: C -0.92; C 0.34; C -0.20; C -0.65; C 0.36; C 0.26; C -0.72; C -0.74; C -0.19; C 1.28; H 0.26; H 0.38; H 0.22; H 0.14; H 0.49; H 0.26; H 0.28; H 0.38; H 0.30; H -0.42; N -0.55; N -0.55